# C9H13N3O

A cluster of 2 separate species, C9H13N3O in total in a non-equilibrium geometry (ωB97M-V with the def2-TZVPD basis set, the Open Molecules 2025 dataset).

Structure (XYZ):
```
26
Properties=species:S:1:pos:R:3:forces:R:3
O 0.347 2.715 -0.425 -1.709 -1.801 -2.853
N -1.223 0.148 -0.078 -0.489 -1.151 0.345
N -0.486 -0.855 0.213 0.259 2.561 -1.324
N -2.532 -0.099 0.184 1.838 -2.656 1.262
C 0.855 -0.557 0.056 4.670 0.904 -0.118
C 3.756 -0.291 -0.124 0.827 0.269 -0.170
C 0.788 1.925 0.656 -0.512 -0.009 -0.235
C -3.513 0.621 -0.578 -0.575 0.453 0.474
C -2.728 -1.550 0.464 -0.864 -2.368 2.252
C 1.750 -1.601 -0.259 -1.295 -1.447 -0.423
C 2.939 0.785 0.180 2.087 1.830 1.482
C 1.569 0.708 0.270 -2.128 -0.976 0.306
C 3.163 -1.505 -0.279 -1.103 -1.125 -1.927
H -3.638 0.072 -1.500 -0.577 0.082 -0.503
H -0.172 2.078 -1.068 1.409 1.876 1.957
H 4.842 -0.151 -0.315 -0.888 -0.141 0.485
H -4.504 0.768 -0.031 1.456 -0.450 -0.619
H -3.083 1.600 -0.789 -0.109 0.038 -0.055
H 3.742 -2.330 -0.738 -0.457 0.311 0.761
H -3.687 -1.592 1.390 2.720 -0.306 -3.505
H -2.819 -2.147 -0.619 -0.322 1.374 3.020
H 1.467 2.584 1.120 0.641 0.729 1.199
H 1.224 -2.544 -0.619 1.021 0.953 0.808
H 3.574 1.696 0.580 -1.979 -1.296 -1.203
H -0.090 1.704 1.277 0.491 -0.157 0.264
H -1.542 -2.183 1.032 -4.410 2.502 -1.680
```
Positions in Å, forces in eV/Å.

Computed properties:
Total charge   0
Spin multiplicity   1
F_max   5.341 eV Å⁻¹
HOMO-LUMO gap   8.5 eV
Energy above the lowest of the compared OMol25 structures with the same formula, charge and spin   147.8 kcal/mol
Highest occupied orbital energy   -8.40 eV

Here are the Mulliken charges for atoms 1 to 2, given in e: number 1, O, carries -0.5349; number 2, N, carries 0.1306

---

# C2H8N2P

The ion C2H8N2P with charge +1 in a non-equilibrium geometry (ωB97M-V with the def2-TZVPD basis set, the Open Molecules 2025 dataset).

Structure (XYZ):
```
13
Properties=species:S:1:pos:R:3:forces:R:3
P 2.199 -0.670 0.386 -0.519 -1.179 -0.720
N -1.357 0.963 -0.477 -1.211 0.883 -0.134
N 0.455 -0.548 -0.061 -0.090 2.653 0.453
C 0.043 0.985 -0.478 -1.332 -1.975 -1.867
C -0.410 -1.463 -0.215 1.917 -0.299 0.573
H 0.363 1.843 0.078 0.708 -0.379 1.410
H 0.595 1.071 -1.423 -0.414 -0.181 -0.189
H 2.147 0.045 1.593 -0.392 -0.266 0.357
H -0.280 -2.464 0.099 1.215 -1.009 0.617
H -1.927 0.483 -1.170 0.772 0.389 -0.064
H -1.863 1.781 -0.133 0.609 -0.446 -0.039
H 1.882 -2.011 0.765 0.774 0.380 0.517
H -1.302 -1.469 -0.730 -2.037 1.429 -0.915
```
Positions in Å, forces in eV/Å.

Computed properties:
Total charge   +1
Spin multiplicity   1
F_max   3.027 eV Å⁻¹
HOMO-LUMO gap   9.7 eV
Energy above the lowest of the compared OMol25 structures with the same formula, charge and spin   42.6 kcal/mol
Highest occupied orbital energy   -14.38 eV
Structure (SMILES)   C=[N+](P)CN

Here are the Mulliken charges for atoms 1 to 2, given in e: number 1, P, carries 0.0435; number 2, N, carries -0.4842

---

# C21H22F2N

The ion C21H22F2N with charge +1 in a non-equilibrium geometry (ωB97M-V with the def2-TZVPD basis set, the Open Molecules 2025 dataset).

Structure (XYZ):
```
46
Properties=species:S:1:pos:R:3:forces:R:3
F 3.013 -8.213 1.163 -0.668 0.712 -0.864
F -5.089 -6.171 -4.496 1.004 0.361 0.656
N 0.044 -3.563 0.229 0.217 0.539 0.211
C 1.994 -5.420 -0.930 0.050 0.144 0.175
C 1.057 -7.920 -0.158 0.159 0.161 -0.209
C 0.469 -1.768 -2.985 -0.027 0.295 -0.720
C 2.280 -7.446 0.290 0.364 -0.257 0.703
C -3.190 -4.752 -4.375 0.283 -0.146 0.561
C -1.980 -4.447 -3.745 -0.048 -0.297 -0.120
C 0.689 -5.798 -1.285 0.052 -0.135 -0.449
C 2.787 -6.204 -0.098 -0.313 -0.301 -0.045
C 1.007 -2.705 0.561 -1.089 -1.227 -0.698
C 2.369 0.377 -0.508 -0.050 -0.030 0.078
C -3.946 -5.793 -3.841 -0.590 -0.260 -0.458
C 1.511 -2.611 1.944 0.413 0.046 0.371
C 0.550 -2.334 -1.630 0.463 -0.284 1.227
C -1.540 -5.141 -2.605 -0.052 0.134 0.140
C 2.630 -1.112 -0.763 0.139 0.061 -0.020
C -0.172 -4.746 -2.011 0.075 -1.052 -1.143
C -2.416 -6.056 -2.014 -0.202 -0.056 -0.264
C -3.592 -6.450 -2.670 0.173 0.438 0.176
C 0.286 -7.102 -0.995 0.050 0.083 0.395
C 1.417 -1.992 -0.619 -0.393 0.131 -0.879
C -0.344 -3.470 -1.185 0.331 1.512 1.140
H 3.750 -5.846 0.264 -0.142 -0.284 -0.205
H 0.855 -1.972 2.558 0.125 -0.176 -0.272
H 2.512 -2.159 1.955 -0.305 -0.185 0.041
H 0.691 -8.898 0.147 0.242 0.174 -0.130
H -0.531 -1.924 -3.408 0.249 0.105 0.102
H -4.229 -7.227 -2.247 0.073 0.270 -0.177
H 1.549 -3.609 2.411 0.002 0.374 -0.154
H -0.377 -4.234 0.863 0.194 0.209 -0.065
H -3.529 -4.192 -5.240 0.008 -0.217 0.069
H 1.183 -2.260 -3.664 -0.104 0.139 0.146
H 0.676 -0.686 -3.002 0.038 -0.442 0.070
H 3.283 0.966 -0.648 -0.228 -0.161 0.043
H 2.415 -4.483 -1.312 -0.260 -0.243 0.276
H -1.395 -3.150 -1.219 0.180 -0.028 0.044
H 3.420 -1.486 -0.092 -0.202 0.136 -0.183
H -1.362 -3.645 -4.160 -0.168 -0.407 0.010
H 0.438 -4.475 -2.890 -0.264 0.041 0.239
H -0.639 -7.496 -1.408 0.312 0.066 0.260
H 1.609 0.747 -1.207 0.130 0.023 0.199
H 3.016 -1.237 -1.788 -0.112 -0.024 0.335
H -2.194 -6.466 -1.028 -0.145 -0.018 -0.415
H 2.008 0.533 0.515 0.041 0.074 -0.196
```
Positions in Å, forces in eV/Å.

Computed properties:
Total charge   +1
Spin multiplicity   1
F_max   1.922 eV Å⁻¹
HOMO-LUMO gap   7.8 eV
Highest occupied orbital energy   -12.05 eV
Structure (SMILES)   CCC1=C(C)[C@@H](C(c2ccc(F)cc2)c2ccc(F)cc2)[NH+]=C1C

Here are the Mulliken charges for atoms 1 to 2, given in e: number 1, F, carries -0.3220; number 2, F, carries -0.3040